Entry 1:
This record from the OMol25 dataset describes a single C3H7N3O molecule at a distorted geometry. The level of theory is ωB97M-V/def2-TZVPD.

```
! RIJCOSX wB97M-V def2-TZVPD def2/J DEFGRID3
* xyz 0 1
C -2.26918 0.20881 -1.33246
C -1.00775 -0.68727 -1.63649
C 2.02632 0.69414 1.80838
N -2.27958 1.42256 -1.27030
N 0.60671 -0.04435 -0.21232
N 0.90449 0.01427 1.07223
O -0.40890 -0.91399 -0.39459
H -3.04881 -0.45727 -1.15517
H -1.49154 -1.59723 -1.93237
H -0.37077 -0.17632 -2.43669
H 2.98233 0.40572 1.29880
H 1.83703 1.75656 1.92878
H 1.99190 0.24561 2.74508
H 0.52777 -0.87126 1.51711
*
```

Energy relative to the best compared isomer or geometry (same formula, charge and spin) = 674.4 kJ/mol
LUMO (spin up / spin down) = 1.019 / -0.178 eV
E_HOMO (spin up / spin down) = -8.87 / -6.88 eV

Atomic partial charges in e from the natural (NBO) method, atoms 1 to 4:
1 C -0.069
2 C -0.099
3 C -0.399
4 N -0.185

---

Entry 2:
This record from the OMol25 dataset describes a single C2H2N4OS molecule at a distorted geometry. The level of theory is ωB97M-V/def2-TZVPD.

```
! RIJCOSX wB97M-V def2-TZVPD def2/J DEFGRID3
* xyz 0 1
O 1.24589 1.79972 0.13465
C 1.05154 0.45420 0.11833
S 2.04235 -0.84603 -0.16505
N -0.32400 0.05184 0.17196
C -0.88103 -1.11012 0.20099
N -2.16335 -0.98704 0.12660
N -2.38436 0.37683 -0.27653
N -1.36436 0.94640 -0.22196
H 0.33534 2.33034 0.44645
H -0.35052 -1.97224 0.60070
*
```

Energy relative to the best compared isomer or geometry (same formula, charge and spin) = 150.2 kJ/mol
LUMO = -0.841 eV
SMILES string = OC(=S)n1cnnn1
E_HOMO = -9.77 eV

Atomic partial charges in e from the natural (NBO) method, atoms 1 to 4:
1 O -0.634
2 C 0.392
3 S -0.054
4 N -0.330

---

Entry 3:
This record from the OMol25 dataset describes a 2-piece molecular cluster, C3H11N2O overall at a distorted geometry. The level of theory is ωB97M-V/def2-TZVPD.

```
! RIJCOSX wB97M-V def2-TZVPD def2/J DEFGRID3
* xyz 1 1
C 0.68332 -0.52378 2.11665
C 0.41651 0.06996 0.73937
C 1.07917 -0.44132 -0.28535
N 0.69683 -0.26944 -1.69491
N -0.51388 1.10715 0.55709
H 1.04937 0.41291 2.83061
H 1.56336 -1.01753 2.00735
H -0.21748 -0.89460 2.61974
H 2.01262 -1.15711 -0.28752
H -0.20500 -0.92121 -1.67990
H 1.24507 -0.61125 -2.47517
H 0.33942 0.58446 -1.93617
H -0.50764 1.88634 1.18989
H -0.70095 1.54597 -0.42737
H -2.14309 -0.21098 -0.38118
H -2.72652 0.57650 -1.54248
O -2.07111 -0.13607 -1.35065
*
```

Energy relative to the best compared isomer or geometry (same formula, charge and spin) = 286.8 kJ/mol
LUMO = -3.439 eV
E_HOMO = -13.22 eV

Atomic partial charges in e from the natural (NBO) method, atoms 1 to 4:
1 C -0.625
2 C 0.210
3 C -0.193
4 N -0.695

---

Entry 4:
This record from the OMol25 dataset describes C30H36BaF5N4O2PSe as an isolated structure at a distorted geometry. The level of theory is ωB97M-V/def2-TZVPD.

```
! RIJCOSX wB97M-V def2-TZVPD def2/J DEFGRID3
* xyz 0 1
Ba 0.08614 0.90021 -1.06885
C -1.38766 4.19309 -3.43983
C -1.70428 2.83789 -4.06626
N -1.95930 1.74907 -3.12020
C -3.32086 1.74631 -2.56156
C -3.43267 2.18831 -1.11419
N -2.78433 1.26192 -0.19102
C -3.14838 1.47534 1.20980
C -2.52537 2.70230 1.87232
C -1.06990 2.57413 2.31470
N -0.06982 2.68668 1.25112
C 0.29506 4.04885 0.85800
C -0.27703 4.51501 -0.47051
N 0.28105 3.76369 -1.59189
C 0.02914 4.37193 -2.90138
H -2.13008 4.44483 -2.67485
H -1.52244 4.94409 -4.22359
H -0.86802 2.54269 -4.70618
H -2.56805 2.96869 -4.73273
H -1.82622 0.85339 -3.58707
H -3.73109 0.73826 -2.65070
H -3.97005 2.39488 -3.16122
H -4.50539 2.29465 -0.87942
H -2.99076 3.18471 -0.99575
H -3.03879 0.30728 -0.44713
H -2.84581 0.58437 1.76911
H -4.24218 1.55270 1.31043
H -3.11161 2.90108 2.77531
H -2.65865 3.59235 1.24631
H -0.92949 1.60109 2.79364
H -0.88213 3.33241 3.08839
H 0.77779 2.20603 1.53655
H 1.38598 4.10405 0.79827
H -0.00531 4.75572 1.63999
H -0.06488 5.58977 -0.58221
H -1.36531 4.41110 -0.46606
H 1.28674 3.69723 -1.44715
H 0.73202 3.92955 -3.61314
H 0.25214 5.44792 -2.86899
O 2.32429 -0.09791 -1.46638
C 2.69190 0.43755 -0.39581
O 2.37196 1.62855 -0.11262
C 3.27851 -0.42636 0.70284
P 1.94796 -0.80036 1.94681
C 1.23847 -2.37078 1.34595
C 1.99518 -3.44899 0.88081
C 1.37834 -4.62887 0.50238
C -0.00725 -4.74434 0.56127
C -0.77295 -3.67639 0.99508
C -0.14873 -2.49976 1.39429
C 2.95202 -1.33887 3.37915
C 3.84643 -0.43365 3.95778
C 4.56948 -0.78024 5.08834
C 4.39908 -2.02856 5.67177
C 3.49839 -2.92579 5.12029
C 2.77724 -2.58450 3.98210
H 4.03192 0.13845 1.24714
H 3.72523 -1.32715 0.29518
H 3.07424 -3.37453 0.83728
H 1.97616 -5.46121 0.14830
H -0.48513 -5.66847 0.25394
H -1.85455 -3.74609 1.01301
H -0.75187 -1.66874 1.74573
H 3.97695 0.55570 3.53145
H 5.26620 -0.06774 5.51784
H 4.96446 -2.29606 6.55704
H 3.35411 -3.90070 5.57212
H 2.07975 -3.29482 3.55550
F 0.56675 -6.83383 -2.92254
C -0.02573 -5.65399 -2.75991
C -1.35656 -5.58508 -2.40342
F -2.05608 -6.70555 -2.22112
C -1.95577 -4.35203 -2.22174
F -3.23772 -4.34136 -1.86493
C -1.26540 -3.15896 -2.37827
Se -2.11245 -1.46606 -2.11438
C 0.06978 -3.26736 -2.74193
F 0.80779 -2.17374 -2.91119
C 0.69110 -4.48336 -2.93361
F 1.98629 -4.54160 -3.25763
*
```

Energy relative to the best compared isomer or geometry (same formula, charge and spin) = 39.5 kJ/mol
LUMO = 0.179 eV
E_HOMO = -7.08 eV

Atomic partial charges in e from the Löwdin method, atoms 1 to 4:
1 Ba 1.775
2 C -0.174
3 C -0.227
4 N -0.155

---

Entry 5:
This record from the OMol25 dataset describes a 18-piece molecular cluster, H36O18 overall at a distorted geometry. The level of theory is ωB97M-V/def2-TZVPD.

```
! RIJCOSX wB97M-V def2-TZVPD def2/J DEFGRID3
* xyz 0 1
O -0.58713 -2.27314 -2.65148
H 0.02452 -3.00020 -2.53522
H -0.78199 -1.97884 -1.76173
O 2.35920 -0.17427 4.11342
H 2.83594 -0.04112 3.29414
H 1.64600 0.46339 4.08243
O -3.53888 1.92741 -3.38351
H -4.13613 2.04438 -2.64470
H -3.02714 2.73593 -3.40877
O -0.47229 1.53750 -3.23795
H -0.61826 2.48349 -3.24250
H -1.33540 1.16066 -3.40902
O -1.46191 1.37675 1.96215
H -1.86881 1.10229 2.78394
H -1.08885 0.57348 1.59907
O 3.52251 0.28117 1.60425
H 2.78915 0.78226 1.24742
H 3.98002 -0.05612 0.83409
O -4.85088 -0.29842 0.36566
H -5.63750 0.20235 0.58176
H -4.19833 0.36485 0.14098
O 1.51257 -4.13239 -2.68788
H 1.18274 -4.81012 -3.27790
H 1.88634 -3.46970 -3.26870
O -0.68782 -2.99739 3.84811
H -0.03070 -3.18136 3.17685
H -1.43304 -3.54988 3.61223
O 0.83205 -1.30059 -4.96076
H 0.28497 -1.66730 -4.26616
H 0.63275 -0.36439 -4.95419
O 1.48616 1.79667 0.62790
H 0.99896 1.99315 1.42807
H 2.11517 2.51372 0.54773
O -0.00734 -0.01222 -0.37862
H 0.38778 -0.09322 -1.24670
H 0.40664 0.76230 0.00215
O -0.73395 3.90170 2.50616
H -1.30911 4.55104 2.10146
H -1.25515 3.09910 2.52673
O 1.48743 2.54843 3.47710
H 2.23828 3.14170 3.49916
H 0.77352 3.07793 3.12188
O 3.31705 -2.34122 -4.29136
H 4.16341 -2.01831 -4.60059
H 2.67207 -1.82255 -4.77221
O -0.39686 -4.21971 -0.18377
H -1.20728 -4.49200 0.24670
H 0.27483 -4.30569 0.49274
O 2.81760 4.26383 1.55589
H 3.37827 4.66292 2.22117
H 2.00675 4.77138 1.58947
O -3.81620 -2.20545 2.12439
H -3.14346 -1.56098 2.34419
H -4.38828 -1.75323 1.50434
*
```

Energy relative to the best compared isomer or geometry (same formula, charge and spin) = 217.8 kJ/mol
LUMO = -0.462 eV
E_HOMO = -9.90 eV

Atomic partial charges in e from the natural (NBO) method, atoms 1 to 4:
1 O -1.002
2 H 0.501
3 H 0.492
4 O -0.973

---

Entry 6:
This record from the OMol25 dataset describes an isolated ion of composition C3H3F3N and charge +1 at a distorted geometry. The level of theory is ωB97M-V/def2-TZVPD.

```
! RIJCOSX wB97M-V def2-TZVPD def2/J DEFGRID3
* xyz 1 1
C 0.17151 0.09992 -0.09652
C 1.49573 0.15388 0.04834
N 2.86351 0.74190 -0.09986
C 4.10065 0.01196 -0.06598
F 4.34645 -0.60539 -1.19566
F 3.93820 -0.82826 1.00244
F 4.99160 0.85672 0.24248
H -0.42880 0.79869 0.54785
H -0.46069 -0.83369 0.42578
H -0.16947 -0.01216 -1.11940
*
```

Energy relative to the best compared isomer or geometry (same formula, charge and spin) = 396.2 kJ/mol
LUMO (spin up / spin down) = -8.014 / -8.011 eV
SMILES string = CC#[N+]C(F)(F)F
E_HOMO (spin up / spin down) = -17.51 / -17.51 eV

Atomic partial charges in e from the natural (NBO) method, atoms 1 to 4:
1 C -0.926
2 C 0.791
3 N -0.316
4 C 1.064

---

Which formula does entry 2 have? C2H2N4OS